[1]
ORCA calculation (ωB97M-V/def2-TZVPD) on the ion C7H13N2O2 with charge +1 at a distorted geometry.

Properties
* Kohn-Sham gap: 10.0 eV
* net charge: +1
* largest force on an atom: 0.111 hartree/bohr
* multiplicity: 1
* SMILES string: Cc1c(C(C)(C)C)[nH]o[n+]1=O

```
24
C7H13N2O2 | the OMol25 dataset | ωB97M-V/def2-TZVPD
C 0.49358 0.55919 0.03576
C 1.73514 -0.74650 -0.00202
C 1.52293 -2.19601 0.05177
C -1.43154 -0.56416 1.06592
C -1.35425 -0.06880 -1.40391
C -1.61433 1.80967 0.25640
C -0.96897 0.44277 0.00127
N 1.24839 1.59564 0.04866
N 2.85994 -0.13046 -0.00903
O 4.00120 -0.40973 -0.04342
O 2.56660 1.42932 0.02221
H 2.48241 -2.69274 -0.09336
H 0.83347 -2.52992 -0.72149
H 1.12502 -2.49251 1.02257
H -2.51572 -0.57638 1.08180
H -1.08543 -1.56540 0.83815
H -1.07913 -0.28126 2.05332
H -2.35720 -0.48626 -1.36178
H -0.67780 -0.84397 -1.75461
H -1.35151 0.74585 -2.12526
H -1.36211 2.19291 1.24230
H -2.69418 1.69299 0.21372
H -1.33647 2.53946 -0.50117
H 0.95999 2.57631 0.08221
```



[2]
ORCA calculation (ωB97M-V/def2-TZVPD) on the molecule C4H8N2OS at a distorted geometry.

Properties
* Kohn-Sham gap: 9.6 eV
* largest force on an atom: 0.074 hartree/bohr
* multiplicity: 1
* SMILES string: [H]/N=C1/CS[C@H](C)ON1

```
16
C4H8N2OS | the OMol25 dataset | ωB97M-V/def2-TZVPD
C -2.52957 -0.22705 0.07340
C -1.11084 -0.11644 -0.37390
C 1.03276 1.24114 0.59031
C 1.83296 0.12746 -0.02432
H -2.63847 0.25382 1.04619
H -2.73898 -1.28842 0.22390
H -3.29996 0.14964 -0.60526
H -1.05334 -0.46434 -1.43397
H 1.63978 2.12300 0.66107
H 0.65939 0.95943 1.59579
H 3.30927 -0.75193 -0.59777
H 1.46800 -1.84620 -0.28813
N 3.08658 0.18286 -0.25739
N 1.02260 -0.95340 -0.42139
O -0.24827 -0.98410 0.25734
S -0.43188 1.59453 -0.44586
```



[3]
ORCA calculation (ωB97M-V/def2-TZVPD) on a cluster of 14 separate species, C11H50O14 in total at a distorted geometry.

Properties
* Kohn-Sham gap: 9.6 eV
* largest force on an atom: 0.033 hartree/bohr
* multiplicity: 1

```
75
C11H50O14 | the OMol25 dataset | ωB97M-V/def2-TZVPD
C -2.12740 -1.07628 -3.45166
O -0.98366 -1.61814 -4.08534
H -1.80692 -0.59697 -2.52481
H -2.67730 -0.36136 -4.06432
H -2.85932 -1.80557 -3.10189
H -0.89150 -1.27080 -4.97501
C -3.39291 -1.93604 0.39557
O -2.95519 -2.85661 -0.53492
H -2.55199 -1.47553 0.91573
H -3.90504 -1.10479 -0.09471
H -4.14232 -2.37167 1.05770
H -1.99877 -2.75845 -0.52482
C 2.39545 -1.81984 2.04360
O 3.62876 -1.71137 2.75728
H 2.49070 -1.21909 1.13946
H 2.14339 -2.85824 1.81566
H 1.55313 -1.60879 2.70070
H 4.33723 -2.20713 2.34114
C -3.82997 1.86546 0.97044
O -4.35776 3.11242 0.47065
H -3.72173 1.78176 2.05268
H -4.45021 1.01562 0.68383
H -2.87229 1.55115 0.55059
H -3.57872 3.67166 0.53645
C -1.14174 2.87647 -1.90102
O -0.04866 2.03968 -2.21324
H -0.93849 3.89283 -2.24173
H -2.10554 2.55183 -2.29731
H -1.37763 2.95006 -0.83840
H -0.12167 1.76223 -3.12952
C -0.39384 -5.03569 0.11203
O -0.05093 -3.67713 0.42285
H 0.22279 -5.71505 0.70097
H -1.44352 -5.21591 0.34732
H -0.24216 -5.16896 -0.95776
H -0.24531 -3.47315 1.34455
C 2.40412 4.00575 -0.92159
O 3.70929 4.29458 -0.46778
H 2.02233 3.05120 -0.55178
H 1.69682 4.71571 -0.49297
H 2.26483 3.93559 -2.00125
H 4.31689 3.80966 -1.03180
C 2.60883 0.48678 -2.55143
O 3.22595 -0.29798 -1.54055
H 2.59893 1.51642 -2.19539
H 3.03341 0.49124 -3.55752
H 1.59429 0.10338 -2.67463
H 2.92336 -1.19614 -1.71284
C -0.13493 -0.17098 0.34565
O 0.22719 0.91953 1.17171
H -0.94359 0.24726 -0.25791
H 0.63158 -0.49623 -0.35866
H -0.49842 -1.01839 0.92504
H 0.48314 1.66616 0.62388
C -0.60843 4.09282 2.49705
O 0.78938 3.98942 2.17296
H -0.81986 5.13517 2.73262
H -1.23106 3.54402 1.79042
H -0.82172 3.55374 3.42220
H 1.13031 4.88240 2.26103
C 1.51658 -3.17428 -2.41358
O 2.16258 -2.82524 -1.16016
H 1.25752 -2.29081 -2.99746
H 2.18981 -3.82596 -2.97002
H 0.57949 -3.68465 -2.19285
H 1.45698 -3.02629 -0.53534
O -0.74361 -2.79648 2.93092
H -1.60363 -3.20670 2.81195
H -0.47403 -3.05260 3.81580
O 0.31125 0.21025 3.79377
H 0.22877 0.60300 2.91718
H -0.40175 -0.42965 3.83783
O 2.46226 1.94910 3.08575
H 2.89873 1.48631 2.36817
H 1.99742 2.67425 2.65890
```



[4]
ORCA calculation (ωB97M-V/def2-TZVPD) on a cluster of 11 separate species, C40H100N4O7 in total at a distorted geometry.

Properties
* Kohn-Sham gap: 8.5 eV
* largest force on an atom: 0.056 hartree/bohr
* multiplicity: 1
* SMILES string: CCN(CC)CC.CCN(CC)CC.CCN(CC)CC.CCN(CC)CC.C1CCOC1.C1CCOC1.C1CCOC1.CO.CO.CO.CO

```
151
C40H100N4O7 | the OMol25 dataset | ωB97M-V/def2-TZVPD
C -8.75982 -14.03331 1.93373
C -9.63048 -14.78458 2.97355
N -10.93365 -14.16904 3.36543
C -11.79059 -13.91781 2.20218
C -12.32354 -15.21502 1.63188
C -10.65761 -12.94746 4.11161
C -11.94131 -12.45047 4.88945
H -8.67951 -12.96834 2.15082
H -9.13403 -14.19651 0.92313
H -7.75276 -14.44892 1.96972
H -9.86437 -15.79637 2.63777
H -9.10333 -15.02804 3.89676
H -12.69859 -13.40332 2.51871
H -11.24342 -13.29730 1.48959
H -12.70442 -15.94259 2.34838
H -13.17627 -14.92528 1.01605
H -11.58931 -15.71807 1.00089
H -10.37626 -12.20284 3.36266
H -9.86742 -13.12853 4.83922
H -12.30448 -13.31397 5.44774
H -12.76634 -12.11482 4.26211
H -11.68353 -11.65926 5.59331
C -11.98442 -8.14372 -0.37161
C -11.78352 -9.20346 -1.50951
N -10.42508 -9.31445 -1.99870
C -9.95068 -8.16805 -2.76410
C -10.71841 -7.98944 -4.08628
C -9.44228 -9.68522 -0.99189
C -9.71717 -11.00935 -0.27794
H -11.63961 -7.14742 -0.64895
H -11.40810 -8.34434 0.53339
H -13.01611 -8.13389 -0.01977
H -12.10594 -10.18624 -1.16487
H -12.50400 -8.85540 -2.25004
H -9.96933 -7.22906 -2.20508
H -8.89531 -8.23628 -3.03030
H -11.74620 -7.65422 -3.94774
H -10.14010 -7.32050 -4.72309
H -10.81450 -8.94662 -4.60095
H -9.38780 -8.90240 -0.23278
H -8.50443 -9.84313 -1.52492
H -9.82150 -11.87086 -0.93690
H -10.62066 -10.93227 0.32805
H -8.90723 -11.25216 0.41011
C -15.28362 -12.08923 -8.81862
C -13.91417 -11.36860 -8.80569
N -12.78393 -12.16295 -8.33924
C -12.92719 -12.42284 -6.89790
C -12.19594 -13.65442 -6.41117
C -11.45879 -11.67117 -8.68544
C -11.17361 -10.20386 -8.29401
H -15.98590 -11.54584 -9.45034
H -15.77320 -12.28828 -7.86516
H -15.12067 -13.08386 -9.23712
H -13.69463 -10.96684 -9.79615
H -14.12763 -10.44058 -8.26628
H -12.62333 -11.53001 -6.34539
H -13.96585 -12.57338 -6.60173
H -12.51553 -14.53809 -6.96568
H -11.10914 -13.66909 -6.50309
H -12.39302 -13.85949 -5.35809
H -11.42674 -11.83178 -9.76465
H -10.72195 -12.39017 -8.32721
H -11.00239 -10.10402 -7.22255
H -11.96859 -9.53838 -8.62976
H -10.28892 -9.87936 -8.84302
C -14.86679 -8.05699 -4.32650
C -15.48970 -8.89792 -3.16693
N -16.26137 -10.12474 -3.55477
C -15.48018 -11.09682 -4.33736
C -14.30414 -11.77945 -3.53659
C -17.03468 -10.68029 -2.43042
C -18.12446 -11.57970 -3.01632
H -15.58879 -7.74438 -5.08120
H -14.12093 -8.60956 -4.90078
H -14.31135 -7.17726 -4.00067
H -14.72679 -9.16949 -2.43336
H -16.15793 -8.22486 -2.62893
H -16.05526 -11.86308 -4.85802
H -15.04872 -10.56729 -5.18796
H -13.77361 -12.50909 -4.14802
H -13.59169 -11.09060 -3.08309
H -14.70822 -12.35367 -2.70142
H -17.50741 -9.92485 -1.80282
H -16.39264 -11.27813 -1.77989
H -18.75786 -11.08634 -3.75454
H -18.87358 -11.87653 -2.28095
H -17.66780 -12.44301 -3.49988
C -15.66041 -15.15288 -4.77210
O -15.50802 -15.50028 -3.42282
H -14.78776 -14.59145 -5.10578
H -15.77306 -16.04540 -5.38897
H -16.52437 -14.49436 -4.87315
H -16.35513 -15.81349 -3.09621
C -9.69127 -12.42397 -3.67185
O -10.94924 -11.88359 -3.43522
H -9.55322 -13.33567 -3.08683
H -9.47697 -12.46643 -4.73948
H -8.93870 -11.81751 -3.16226
H -10.72929 -11.01139 -3.08545
C -12.24012 -16.76269 -4.09186
O -13.24450 -17.24144 -3.27325
H -12.56525 -16.39908 -5.06780
H -11.64532 -15.98191 -3.61102
H -11.46232 -17.51135 -4.25016
H -14.03960 -16.69897 -3.25241
C -12.82968 -14.16549 -1.74566
O -12.02801 -13.09073 -1.35244
H -13.80602 -14.08993 -1.26312
H -13.06338 -14.16332 -2.81088
H -12.40249 -15.11287 -1.41263
H -11.60926 -12.78695 -2.17003
C -8.22108 -16.34792 -2.52647
C -9.37727 -16.64171 -1.61639
C -8.69276 -17.12766 -0.33073
O -7.57665 -16.22157 -0.26179
C -7.22566 -15.75208 -1.57230
H -8.41695 -15.57958 -3.27544
H -7.89841 -17.25585 -3.03627
H -10.02059 -17.40075 -2.06104
H -9.95556 -15.74458 -1.38998
H -8.40922 -18.17075 -0.47777
H -9.35610 -17.03361 0.52811
H -6.20731 -16.03330 -1.84283
H -7.33213 -14.66631 -1.57793
C -14.42924 -11.23607 0.61270
C -15.35437 -12.44788 0.60808
C -16.66902 -11.93937 1.17500
O -16.19693 -11.01950 2.17597
C -14.74040 -10.76560 2.04457
H -14.75516 -10.52276 -0.14493
H -13.38534 -11.51369 0.46569
H -14.95861 -13.30379 1.15609
H -15.52404 -12.84463 -0.39516
H -17.12734 -12.87368 1.49805
H -17.14002 -11.26585 0.45920
H -14.27560 -11.44542 2.75910
H -14.50261 -9.72057 2.23768
C -13.21421 -19.88094 0.96238
C -13.45065 -18.76176 -0.01744
C -12.16784 -18.61399 -0.84208
O -11.20163 -19.15603 0.08166
C -11.76070 -19.56142 1.29571
H -13.31847 -20.80914 0.39856
H -13.94022 -19.91027 1.77413
H -13.67985 -17.83910 0.51738
H -14.28160 -18.97611 -0.69076
H -12.05470 -17.55014 -1.04631
H -12.21632 -19.22833 -1.74053
H -11.66897 -18.68741 1.94587
H -11.12349 -20.32019 1.75010
```



[5]
ORCA calculation (ωB97M-V/def2-TZVPD) on a cluster of 2 separate species, C2H6NO2 in total at a distorted geometry.

Properties
* Kohn-Sham gap: 10.0 eV
* net charge: +1
* largest force on an atom: 0.020 hartree/bohr
* multiplicity: 1

```
11
C2H6NO2 | the OMol25 dataset | ωB97M-V/def2-TZVPD
C 0.87888 -0.79144 2.04629
N 0.98631 -1.65887 1.13403
H 1.11401 0.23981 1.83057
H 0.49361 -1.06330 3.02371
H 0.82856 -2.65943 1.21051
H 1.17556 -1.35601 0.17474
O 0.04814 0.17883 -0.62500
C -0.76757 0.62745 -1.39505
O -1.15185 1.88245 -1.29120
H -1.22982 0.04455 -2.19306
H -1.77547 2.18393 -1.97146
```



[6]
ORCA calculation (ωB97M-V/def2-TZVPD) on a cluster of 2 separate species, C3H5PS in total at a distorted geometry.

Properties
* Kohn-Sham gap: 8.5 eV
* largest force on an atom: 0.037 hartree/bohr
* multiplicity: 1
* SMILES string: CC#P.C=S

```
10
C3H5PS | the OMol25 dataset | ωB97M-V/def2-TZVPD
C 2.21889 -0.40608 0.24046
C -1.18518 0.92099 0.43167
C -1.78893 -0.09899 -0.38128
P -0.39461 1.94471 1.20391
S 3.06130 -1.26097 -0.78132
H 2.50319 -0.29886 1.29046
H 1.27586 0.08062 -0.15934
H -0.88131 -0.62845 -0.80057
H -2.53940 -0.65376 0.17792
H -2.26980 0.40078 -1.22191
```



Which of these has the lowest largest force on an atom?
C2H6NO2



Kohn-Sham gap of number 5 (C2H6NO2)?
10.0 eV



Number 6 is which compound?
C3H5PS